# C30H55N4OP2SSn

A structure of composition C30H55N4OP2SSn (the ωB97M-V functional and the def2-TZVPD basis, OMol25).

Cartesian coordinates (Å):
C -0.1972 -2.3084 -1.6015
C 1.1352 -2.3279 0.3344
C 0.2635 -3.5736 -1.9376
C 1.8297 -3.4198 -0.1502
C 1.3220 -4.1109 -1.2128
H -0.1681 -4.0962 -2.7889
H 2.6570 -3.7618 0.4647
H 1.7380 -5.0681 -1.4743
N 0.2358 -1.7082 -0.4934
P -1.1578 0.2036 -2.4993
P 0.3115 -0.5920 2.3300
C -1.2103 -1.6273 -2.5777
H -1.0227 -1.9557 -3.6175
H -2.2380 -1.9640 -2.3724
C -1.8623 2.3557 0.7134
O -1.7960 3.4315 0.2013
C 1.2107 -1.9940 1.7309
H 2.2621 -1.9173 2.0373
C 1.1146 0.7936 3.5018
C -0.6430 -1.9230 3.3139
C 0.2601 0.7426 -3.6068
C -2.8485 0.8126 -3.0396
C 1.0101 2.2040 2.8758
H -0.0367 2.5069 2.7245
H 1.4793 2.9312 3.5695
H 1.5339 2.2541 1.9104
C 0.4277 0.8350 4.8756
H -0.6337 1.0995 4.7727
H 0.5287 -0.1154 5.4170
H 0.9084 1.6201 5.4871
C 2.5910 0.4465 3.6473
H 3.0728 1.1778 4.3206
H 2.7642 -0.5574 4.0655
H 3.1034 0.5308 2.6789
C -1.8475 -1.3322 4.0290
H -2.3762 -0.6137 3.3860
H -2.5319 -2.1640 4.2587
H -1.5659 -0.8364 4.9638
C -1.1482 -2.9790 2.3028
H -1.7454 -2.5206 1.4981
H -0.3226 -3.5358 1.8357
H -1.7353 -3.7384 2.8368
C 0.4144 -2.5468 4.2652
H 1.4536 -2.4382 3.9086
H 0.3696 -2.1290 5.2800
H 0.2431 -3.6317 4.3034
C -2.8229 2.3538 -3.0776
H -3.8321 2.7075 -3.3406
H -2.5466 2.7943 -2.1071
H -2.1314 2.7350 -3.8436
C -3.8948 0.3292 -2.0170
H -3.9840 -0.7680 -2.0155
H -3.6722 0.6662 -0.9918
H -4.8777 0.7430 -2.3044
C -3.2310 0.2535 -4.4210
H -3.0545 -0.8289 -4.4971
H -4.3057 0.4308 -4.5706
H -2.7059 0.7569 -5.2404
C 1.4213 -0.2501 -3.4447
H 1.1779 -1.2431 -3.8475
H 2.2947 0.1290 -3.9986
H 1.7117 -0.3536 -2.3913
C 0.7298 2.1351 -3.1630
H 1.2308 2.0943 -2.1948
H 1.4500 2.5216 -3.8983
H -0.0857 2.8623 -3.0805
C -0.1574 0.7832 -5.0831
H -0.5845 -0.1700 -5.4222
H -0.8579 1.6002 -5.2979
H 0.7442 0.9705 -5.6868
Sn -0.6514 0.4600 0.0284
N 1.5967 1.1892 -0.2519
C 2.7580 0.9545 -0.1551
C 4.1111 0.3739 0.0466
C 4.5779 -0.7903 0.9935
C 4.4037 -0.1490 -1.3720
C 4.7994 1.6809 0.4923
H 4.4202 -0.6418 2.0651
H 4.1873 -1.7787 0.7216
H 5.6783 -0.8962 0.9019
H 3.9617 0.5283 -2.1209
H 5.4708 -0.2819 -1.6124
H 3.8945 -1.1263 -1.4810
H 5.7613 1.5674 1.0163
H 4.9057 2.3150 -0.4053
H 4.1557 2.2416 1.2064
N -5.5357 1.4348 1.5652
C -4.5583 2.2721 1.3143
N -4.7250 3.3607 0.5840
S -2.9921 1.8689 2.0530
H -6.4841 1.5340 1.1961
H -5.3383 0.6117 2.1453
H -3.9260 3.9392 0.3221
H -5.6409 3.6207 0.2133

The calculated total energy comes out at -75243.9875 eV. Its spin multiplicity is 1. As for the largest force on an atom: 5.61 eV/Å. For the LUMO energy (alpha / beta), the calculation gives -2.5 / -2.5 eV. For the frontier orbital gap (alpha / beta), the calculation gives 4.80 / 4.72 eV. As for the net charge: +1.